{"formula": "C31H28O4S4Tc", "method": "ωB97M-V with the def2-TZVPD basis set", "s_squared": 0.76, "energy_ha": -3172.63598, "spin_multiplicity": 2, "homo_energy_ha": [-0.27068, -0.28613], "gap_ev": [6.34, 6.59], "e_above_lowest_ev": 0.6680, "charge": 0, "species": ["C", "H", "C", "C", "C", "S", "H", "H", "H", "Tc", "S", "C", "C", "S", "C", "H", "H", "H", "O", "C", "C", "O", "H", "C", "H", "C", "H", "C", "C", "H", "C", "H", "C", "C", "H", "H", "C", "C", "H", "C", "C", "S", "C", "H", "C", "C", "C", "H", "H", "C", "C", "H", "C", "H", "C", "C", "O", "H", "O", "H", "C", "H", "H", "H", "H", "H", "H", "C"], "positions_angstrom": [[0.425, -0.333, 0.501], [-0.400, 2.766, 1.927], [1.595, -1.966, -2.211], [0.493, 2.992, 1.360], [-1.206, 1.685, -3.133], [-3.376, 1.453, 2.795], [-1.736, -5.632, -1.743], [2.274, -2.756, -1.892], [1.463, 3.949, 3.011], [-2.611, 0.597, 0.932], [-4.540, 0.180, -0.016], [-1.461, 4.442, -3.261], [1.545, -2.791, 4.869], [-6.159, 0.997, 1.064], [-0.291, -2.813, 3.322], [-1.114, 0.609, -3.110], [0.503, -5.452, -0.697], [-1.821, 1.685, -5.182], [-1.742, 2.023, 0.130], [-0.556, 1.852, -0.647], [-2.417, -3.772, -0.920], [0.825, 0.251, -1.721], [-2.860, -1.937, 0.055], [1.566, -1.350, 2.939], [2.019, -3.163, 5.767], [-0.191, 0.339, -0.754], [3.648, 3.871, -0.668], [1.796, -0.722, -1.364], [0.088, -3.575, 0.235], [1.065, -3.508, 0.693], [-1.485, -4.772, -1.135], [-3.407, -3.844, -1.350], [0.305, -3.282, 4.478], [-0.231, -4.671, -0.547], [2.085, -0.605, 2.354], [1.778, 2.685, -1.748], [0.336, -1.848, 2.535], [-1.608, 2.295, -4.314], [3.500, 4.509, 1.720], [-0.837, -2.551, 0.446], [-0.915, 2.449, -2.010], [-5.452, 1.321, 2.955], [-1.731, 3.672, -4.384], [3.287, 0.732, -0.858], [3.177, -0.121, -1.525], [0.576, 2.621, 0.023], [-2.094, -2.675, -0.129], [-2.036, 4.146, -5.308], [-0.853, 4.436, -1.209], [2.767, 3.620, -0.091], [2.169, -1.825, 4.099], [3.931, -0.868, -1.278], [-0.429, -1.353, 1.303], [0.722, 0.452, 1.203], [1.544, 3.665, 1.970], [1.717, 2.950, -0.701], [-1.544, -0.655, 1.876], [0.572, -2.325, -2.118], [1.569, -1.007, 0.010], [3.327, 0.203, -2.555], [-1.057, 3.833, -2.085], [-1.259, -3.194, 3.021], [1.795, -1.728, -3.256], [-1.567, 5.518, -3.299], [-1.094, -0.215, -1.089], [-0.199, -4.030, 5.077], [3.133, -1.434, 4.396], [2.684, 3.978, 1.247]], "forces_ev_per_angstrom": [[-0.0067, -0.0634, 0.0053], [-0.0114, 0.0036, 0.0045], [0.0127, 0.0399, 0.0112], [-0.0072, -0.0017, 0.0113], [-0.0372, 0.0010, 0.0213], [0.0329, 0.3838, -0.0508], [-0.0035, -0.0074, -0.0086], [-0.0017, -0.0086, 0.0168], [-0.0005, -0.0002, 0.0115], [0.4950, -0.2163, -0.0571], [-0.0662, -0.3058, 0.0438], [-0.0033, -0.0049, 0.0107], [0.0103, -0.0049, -0.0019], [0.0623, 0.2873, -0.1083], [-0.0130, 0.0186, 0.0216], [0.0319, -0.0192, -0.0124], [0.0080, -0.0102, 0.0028], [-0.0048, -0.0068, -0.0059], [0.0366, -0.1200, 0.8277], [-0.1150, -0.0436, -0.4049], [0.0076, -0.0258, -0.0119], [-0.0216, -0.0014, -0.0138], [-0.0337, 0.0323, 0.0345], [0.0026, -0.0133, -0.0279], [-0.0012, 0.0090, 0.0133], [0.0064, 0.0234, 0.0773], [0.0097, 0.0049, -0.0051], [-0.0099, -0.0686, 0.0097], [0.0240, -0.0144, 0.0159], [0.0049, -0.0065, 0.0000], [-0.0113, 0.0088, -0.0039], [-0.0073, 0.0049, -0.0072], [-0.0109, 0.0070, -0.0104], [0.0079, 0.0096, 0.0100], [0.0173, -0.0054, -0.0180], [-0.0074, 0.0103, -0.0009], [-0.0085, 0.0401, 0.0376], [-0.0071, -0.0066, 0.0017], [0.0068, -0.0026, 0.0074], [0.0408, -0.0109, 0.0153], [0.0553, -0.0284, -0.0151], [-0.1361, -0.3495, 0.0758], [0.0039, 0.0120, -0.0037], [-0.0016, -0.0058, 0.0023], [-0.0142, -0.0123, -0.0058], [-0.0281, 0.0623, -0.0113], [0.0078, 0.0491, -0.0223], [-0.0136, 0.0009, -0.0042], [0.0122, 0.0087, 0.0028], [-0.0069, -0.0045, -0.0002], [0.0067, -0.0038, 0.0193], [0.0035, -0.0108, 0.0039], [0.0041, -0.0742, -0.0185], [0.0363, -0.0655, 0.0154], [0.0078, 0.0016, -0.0027], [0.0009, 0.0042, -0.0130], [-0.3770, 0.4187, -0.4456], [-0.0240, -0.0068, 0.0014], [0.0391, 0.0804, -0.0262], [-0.0062, -0.0013, -0.0149], [-0.0040, -0.0024, 0.0009], [-0.0054, -0.0081, -0.0042], [0.0092, 0.0072, -0.0029], [0.0047, 0.0105, -0.0044], [-0.0189, 0.0052, 0.0125], [0.0001, -0.0093, 0.0035], [0.0114, 0.0020, 0.0013], [0.0045, 0.0042, -0.0065]], "mulliken_spin": [0.018, 0.005, 0.000, 0.002, 0.004, 0.238, 0.000, 0.000, 0.000, 0.615, 0.031, 0.000, 0.000, 0.029, -0.009, 0.001, 0.000, 0.000, 0.028, -0.006, 0.002, 0.001, -0.004, 0.002, 0.000, -0.005, 0.000, -0.001, -0.003, 0.000, 0.000, 0.001, 0.000, 0.001, 0.000, 0.000, 0.001, -0.001, 0.000, -0.021, 0.002, 0.050, 0.001, 0.000, 0.000, -0.009, -0.015, 0.000, -0.001, 0.001, 0.000, 0.000, 0.068, -0.002, 0.001, 0.000, -0.013, 0.000, 0.000, 0.000, -0.002, -0.001, 0.000, 0.000, -0.009, 0.000, 0.000, 0.000]}